A molecular structure, C7H15InO7, computed with ωB97M-V with the def2-TZVPD basis set.

```
30
Properties=species:S:1:pos:R:3:nbo_charge:R:1
In 2.961 0.124 0.144 0.9815
C 0.494 -2.781 -1.751 -0.2450
O 1.328 -2.023 -1.269 -0.0817
H -0.564 -2.390 -1.761 0.3273
H 0.815 -3.390 -2.615 0.2681
H 0.295 -3.558 -0.871 0.4852
C -0.205 -3.442 1.317 -0.2780
O -0.930 -2.376 1.872 -0.4285
C -0.363 -1.171 1.937 1.0061
O 0.802 -0.938 1.677 -0.7076
O -1.230 -0.338 2.388 -0.4351
C -0.769 1.004 2.682 -0.2680
H 0.167 -4.117 2.096 0.2782
H 0.706 -3.083 0.828 0.1971
H -0.896 -3.999 0.679 0.2340
H -0.365 1.492 1.799 0.1942
H -0.038 0.941 3.488 0.2168
H -1.629 1.537 3.071 0.2396
C -1.778 0.836 -1.067 -0.2521
O -1.309 2.128 -1.422 -0.4455
C -0.026 2.348 -1.270 1.0241
O 0.810 1.526 -0.892 -0.7951
O 0.213 3.601 -1.534 -0.4434
C 1.557 4.049 -1.583 -0.2688
H -1.367 0.455 -0.135 0.1730
H -1.482 0.124 -1.854 0.1628
H -2.861 0.815 -1.050 0.2370
H 2.066 4.033 -0.623 0.1928
H 1.515 5.084 -1.913 0.2351
H 2.086 3.508 -2.367 0.1957
```

Calculated values
- Total charge: +2
- Electronic energy: -26985.8113 eV
- LUMO energy: -13.53 eV
- E_HOMO: -17.27 eV
- Energy above the lowest of the compared OMol25 structures with the same formula, charge and spin: 1.1 kcal/mol